(i)
Entry from OMol25: an isolated molecule of C4H4N2O2 (the ωB97M-V functional and the def2-TZVPD basis).

Values from the calculation:
Molecular weight in g/mol: 112.1
SMILES string: O/N=c1/cccno1
Orbital gap in eV: 9.070
HOMO level in eV: -9.5

```
12
C4H4N2O2 (the ωB97M-V functional and the def2-TZVPD basis)
C -0.89139 0.11894 0.09968
C 0.25288 1.19252 -0.00583
C 1.49954 0.84857 -0.06712
C 1.83082 -0.72092 -0.08630
H -2.68544 -1.22428 -0.09729
H -0.32741 2.06413 -0.20448
H 2.37461 1.49223 0.19946
H 2.84873 -0.90890 0.29257
N -2.11585 0.50054 -0.07935
N 0.92284 -1.63674 0.03571
O -3.17948 -0.48041 0.04340
O -0.52986 -1.24569 -0.13047
```

***

(ii)
Entry from OMol25: an isolated molecule of C4H4N2O2 (the ωB97M-V functional and the def2-TZVPD basis).

Values from the calculation:
Molecular weight in g/mol: 112.1
SMILES string: C=C1OC=N/C1=N\O
Orbital gap in eV: 8.243
HOMO level in eV: -8.6

```
12
C4H4N2O2 (the ωB97M-V functional and the def2-TZVPD basis)
C -0.68468 -0.09550 0.17215
C 0.40161 1.67805 -0.02065
C 0.70019 -0.48465 0.08915
C 1.55153 -1.55069 0.04795
H -2.64971 0.70961 -0.26071
H 0.71710 2.71007 -0.08209
H 1.20630 -2.60078 -0.01728
H 2.68993 -1.28941 -0.05695
N -1.69235 -0.92784 0.08110
N -0.77935 1.28434 0.27232
O -2.82098 -0.22174 -0.11515
O 1.36040 0.78852 -0.10985
```

***

(iii)
Entry from OMol25: an isolated molecule of C4H4N2O2 (the ωB97M-V functional and the def2-TZVPD basis).

Values from the calculation:
Molecular weight in g/mol: 112.1
SMILES string: C=C1NC(=O)C(=O)N1
Orbital gap in eV: 9.527
HOMO level in eV: -9.3

```
12
C4H4N2O2 (the ωB97M-V functional and the def2-TZVPD basis)
C 0.39521 -0.11402 -1.97877
C 0.28068 -0.05858 -0.66751
C 0.37565 0.48729 1.64636
C -0.98483 -0.25542 1.31262
H -0.57298 -0.56184 -2.38267
H 1.26013 0.09073 -2.51864
H 2.08420 0.38160 0.22908
H -1.69197 -0.56115 -0.72375
N 1.07525 0.44646 0.39730
N -0.85876 -0.56856 -0.05042
O 0.48854 1.12677 2.64842
O -1.85111 -0.41328 2.08799
```

***

In order of decreasing stability: (iii), (ii), (i).

***

(i)
Entry from OMol25: a cluster of 2 separate species, C4H4N2O2 in total (the ωB97M-V functional and the def2-TZVPD basis).

Values from the calculation:
Molecular weight in g/mol: 112.1
Orbital gap in eV: 8.015
HOMO level in eV: -9.8

```
12
C4H4N2O2 (the ωB97M-V functional and the def2-TZVPD basis)
C 0.56013 -0.80039 -0.09517
C 1.91938 -1.12311 0.26351
C -1.26865 0.79979 -0.24147
C -2.21336 -0.45295 -0.06860
H 0.37960 2.50524 0.85028
H -0.55323 -1.28098 -0.42005
H 2.51883 -0.19772 0.02368
H 2.21767 -2.02705 0.52394
N 0.04370 0.56109 -0.51399
N -2.73062 -1.49416 -0.21952
O 0.97512 1.63794 -0.44529
O -1.84859 1.87229 0.34268
```

***

(ii)
Entry from OMol25: a structure of composition C4H4N2O2 (the ωB97M-V functional and the def2-TZVPD basis).

Values from the calculation:
Molecular weight in g/mol: 112.1
Orbital gap in eV: 8.679
HOMO level in eV: -9.1

```
12
C4H4N2O2 (the ωB97M-V functional and the def2-TZVPD basis)
C 0.34904 -1.09543 0.97477
C 1.40521 -1.46579 0.02247
C 0.72202 0.31469 -1.32928
C -0.51095 0.76417 -0.57080
H -2.26207 0.52674 0.72109
H 0.09236 -1.38100 1.95342
H 2.15161 -2.32552 0.29829
H 1.48936 1.17385 -2.01564
N -0.28498 0.14310 0.71241
N 1.59516 -0.59425 -1.06092
O -1.28376 0.29437 1.65034
O -1.52054 1.46289 -0.78790
```

***

In order of decreasing stability: (ii), (i).

***

(i)
Entry from OMol25: a cluster of 2 separate species, C4H4N2O2 in total (the ωB97M-V functional and the def2-TZVPD basis).

Values from the calculation:
Molecular weight in g/mol: 112.1
Orbital gap in eV: 9.308
HOMO level in eV: -9.3

```
12
C4H4N2O2 (the ωB97M-V functional and the def2-TZVPD basis)
C 0.52253 -0.57751 1.91232
C 0.36862 1.23992 0.04466
C -0.08536 1.13068 -1.21814
C -0.18510 -0.98428 -0.47040
H 0.82166 0.15058 2.61014
H 0.55337 2.18016 0.75497
H -0.87041 1.86439 -1.89152
H -0.50065 -0.70491 -2.57531
N 0.54022 -0.13213 0.56244
N -0.91518 -0.12196 -1.36367
O 0.19561 -1.85527 2.08484
O -0.44533 -2.18966 -0.45032
```

***

(ii)
Entry from OMol25: an isolated molecule of C4H4N2O2 (the ωB97M-V functional and the def2-TZVPD basis).

Values from the calculation:
Molecular weight in g/mol: 112.1
Orbital gap in eV: 9.580
HOMO level in eV: -9.0

```
12
C4H4N2O2 (the ωB97M-V functional and the def2-TZVPD basis)
N -1.14641 -1.00521 0.22221
C -0.40123 -0.71223 1.34871
C 0.36289 1.32592 0.20819
C -0.29594 -0.39606 -0.71269
C 0.71626 -0.02053 0.56051
O 1.44845 2.02723 -0.10160
N -0.12053 -0.46670 -1.94606
O -0.59633 -0.90247 2.51165
H 1.18378 2.90639 -0.40818
H -2.09340 -1.34892 0.13232
H -0.80455 -1.03575 -2.44019
H 1.74699 -0.37168 0.62514
```

***

In order of decreasing stability: (ii), (i).

***

(i)
Entry from OMol25: an isolated molecule of C4H10O (the ωB97M-V functional and the def2-TZVPD basis).

Values from the calculation:
Molecular weight in g/mol: 74.1
SMILES string: COC(C)C
Orbital gap in eV: 10.771
HOMO level in eV: -9.7

```
15
C4H10O (the ωB97M-V functional and the def2-TZVPD basis)
C -1.39594 -1.29853 -0.29237
O -0.11344 -1.28003 0.26890
C 0.48737 -0.10400 -0.16004
C -0.59211 1.30534 -0.06432
C 1.82999 0.01673 0.59660
H -1.71399 -0.24983 -0.14629
H -1.98940 -2.06616 0.20780
H -1.36026 -1.46987 -1.38028
H 0.67431 -0.16337 -1.24581
H -0.28373 1.85065 0.81966
H -1.71384 1.45092 -0.02700
H -0.36112 1.85387 -0.97773
H 2.12005 1.06441 0.65671
H 2.67420 -0.52337 0.13069
H 1.73792 -0.38676 1.61346
```

***

(ii)
Entry from OMol25: an isolated molecule of C4H10O (the ωB97M-V functional and the def2-TZVPD basis).

Values from the calculation:
Molecular weight in g/mol: 74.1
SMILES string: CC[C@H](C)O
Orbital gap in eV: 11.232
HOMO level in eV: -10.3

```
15
C4H10O (the ωB97M-V functional and the def2-TZVPD basis)
C -1.50713 0.44057 0.60343
C -0.64415 -0.71205 0.39960
C 0.52174 -0.37923 -0.48330
C 1.59809 0.48296 0.10122
H -2.29842 0.28472 1.40633
H -1.97569 0.73252 -0.33960
H -0.79518 1.37187 0.81092
H -1.09571 -1.62444 -0.01858
H -0.31829 -1.04921 1.37107
H 1.13487 -1.28274 -0.71980
H 2.48823 0.54683 -0.61012
H 1.24097 1.52388 0.38284
H 1.99573 0.13213 1.00785
H -0.37669 -0.65478 -2.16709
O 0.03162 0.18697 -1.74477
```

***

(iii)
Entry from OMol25: an isolated molecule of C4H10O (the ωB97M-V functional and the def2-TZVPD basis).

Values from the calculation:
Molecular weight in g/mol: 74.1
SMILES string: CC[C@@H](C)O
Orbital gap in eV: 10.204
HOMO level in eV: -9.2

```
15
C4H10O (the ωB97M-V functional and the def2-TZVPD basis)
C 2.01707 0.22667 0.09269
C 0.87290 -0.80537 -0.14821
C -0.50897 -0.02018 -0.38170
C -2.11492 -0.26005 0.08843
O -0.44182 1.00885 0.61379
H 1.71012 0.94783 0.85143
H 2.27846 0.78990 -0.81590
H 2.94090 -0.25294 0.44807
H 1.19691 -1.45485 -0.98171
H 0.80603 -1.44745 0.73309
H -0.33883 0.41610 -1.40172
H -2.74682 -0.33443 -0.78837
H -2.17253 -1.12512 0.74659
H -2.61658 0.54861 0.71856
H -0.88190 1.76244 0.22495
```

***

(iv)
Entry from OMol25: a cluster of 2 separate species, C4H10O in total (the ωB97M-V functional and the def2-TZVPD basis).

Values from the calculation:
Molecular weight in g/mol: 74.1
SMILES string: C=C(C)C.O
Orbital gap in eV: 10.530
HOMO level in eV: -9.6

```
15
C4H10O (the ωB97M-V functional and the def2-TZVPD basis)
C 1.12617 -0.92232 -0.66211
C -0.05983 -0.55288 -0.17079
C -0.45634 -0.81386 1.25909
C -1.08806 0.16005 -1.01126
O 1.01904 2.10233 0.74776
H 1.39672 -0.73422 -1.69953
H 1.27434 1.23466 0.40121
H 1.85763 -1.44371 -0.04753
H 0.39156 -1.16147 1.85718
H -0.84660 0.10187 1.71848
H -1.24505 -1.57557 1.30652
H -1.95191 -0.49016 -1.19805
H -1.45872 1.04854 -0.48496
H -0.68069 0.46818 -1.97990
H 0.72174 2.57858 -0.03610
```

***

In order of decreasing stability: (iv), (ii), (i), (iii).

***

(i)
Entry from OMol25: a structure of composition C4H10O (the ωB97M-V functional and the def2-TZVPD basis).

Values from the calculation:
Molecular weight in g/mol: 74.1
Orbital gap (alpha / beta) in eV: 8.032 / 8.032
HOMO level (alpha / beta) in eV: -7.4 / -7.4

```
15
C4H10O (the ωB97M-V functional and the def2-TZVPD basis)
C 1.27511 1.30442 -0.75379
C -0.15882 0.85051 -0.64196
C -0.18128 -0.19341 0.23951
O -1.27301 -0.59428 0.88875
C -1.13068 -1.78751 1.63329
H 1.92682 0.61897 -1.31293
H 0.51025 1.16128 -2.55686
H 1.42093 2.34808 -1.04684
H -0.35667 0.57851 -1.98827
H -0.89204 1.64788 -0.55497
H 1.50229 1.19387 0.31682
H 0.69347 -0.85447 0.29508
H -2.12513 -2.02457 2.00820
H -0.76841 -2.60401 0.99747
H -0.44283 -1.64527 2.47649
```

***

(ii)
Entry from OMol25: a cluster of 2 separate species, C4H10O in total (the ωB97M-V functional and the def2-TZVPD basis).

Values from the calculation:
Molecular weight in g/mol: 74.1
SMILES string: C=CC.CO
Orbital gap in eV: 10.449
HOMO level in eV: -9.5

```
15
C4H10O (the ωB97M-V functional and the def2-TZVPD basis)
C 1.78400 -0.29809 -0.75021
O 2.51999 -0.03852 0.48072
H 0.71545 -0.37122 -0.59194
H 2.17319 -1.25167 -1.15163
H 2.09378 0.46942 -1.53423
H 2.43063 0.92344 0.66714
C -1.14975 -0.84424 1.05639
C -1.44432 0.04151 -0.23719
C -1.36029 1.39840 -0.34288
H -0.67325 -1.78782 0.81170
H -2.17980 -1.15387 1.43566
H -0.62042 -0.43830 1.97871
H -1.70304 -0.57379 -1.13257
H -1.79271 1.99463 -1.14777
H -0.79346 1.93012 0.45810
```

***

In order of decreasing stability: (ii), (i).